{"formula": "C25H30N9ReSSb", "method": "ωB97M-V/def2-TZVPD", "symbols": ["Re", "C", "C", "C", "C", "C", "C", "N", "Sb", "C", "C", "C", "C", "C", "C", "N", "C", "C", "C", "C", "C", "C", "N", "H", "H", "H", "H", "H", "H", "H", "H", "H", "H", "H", "H", "H", "H", "H", "H", "H", "H", "C", "C", "N", "N", "C", "S", "N", "N", "H", "H", "H", "H", "H", "H", "C", "C", "N", "C", "C", "N", "H", "H", "H", "H", "H", "H"], "positions_angstrom": [[0.1816, 0.1349, -0.5352], [1.3855, 3.1904, 0.5960], [2.0108, 1.9438, 1.1402], [3.0181, 2.1267, 2.0876], [3.7098, 1.0629, 2.6201], [3.3767, -0.2183, 2.1798], [2.3454, -0.3986, 1.2897], [1.6552, 0.6711, 0.7801], [1.9630, -2.4946, 0.8452], [1.5603, -2.3529, -1.2909], [2.1356, -3.2905, -2.1204], [1.7205, -3.3900, -3.4489], [0.7253, -2.5501, -3.9069], [0.1826, -1.5964, -3.0539], [-0.9292, -0.7070, -3.5024], [0.6310, -1.4924, -1.7830], [-0.1473, -2.3439, 1.2188], [-0.6819, -3.2817, 2.0741], [-2.0662, -3.3965, 2.1872], [-2.8393, -2.6174, 1.3560], [-2.2549, -1.6925, 0.4872], [-3.1760, -1.0445, -0.5053], [-0.9144, -1.4863, 0.4907], [2.1598, 3.9543, 0.5298], [0.9280, 3.0907, -0.3783], [0.6385, 3.5707, 1.2988], [3.2647, 3.1405, 2.3739], [4.4993, 1.2172, 3.3452], [3.9275, -1.0760, 2.5474], [2.8869, -3.9692, -1.7359], [2.1556, -4.1356, -4.1032], [0.3537, -2.6281, -4.9206], [-0.6711, -0.1658, -4.4133], [-1.8242, -1.2996, -3.7047], [-1.2030, 0.0471, -2.7536], [-0.0338, -3.9467, 2.6314], [-2.5155, -4.1228, 2.8531], [-3.9139, -2.7446, 1.3258], [-3.8367, -1.8159, -0.9034], [-3.8271, -0.3040, -0.0418], [-2.6708, -0.5897, -1.3521], [-3.6452, 0.9144, 4.6978], [-3.4232, 1.2599, 3.2787], [-4.2852, 1.8428, 2.4907], [-3.6704, 1.9611, 1.3061], [-2.4423, 1.4628, 1.3081], [-1.3881, 1.6152, -0.1077], [-2.2566, 1.0110, 2.5641], [-1.0616, 0.4471, 3.0185], [-4.3636, 1.6155, 5.1200], [-2.7231, 0.9641, 5.2752], [-4.0662, -0.0902, 4.7818], [-4.1541, 2.4281, 0.5445], [-0.6675, 1.0673, 3.7234], [-1.2782, -0.4405, 3.4658], [3.4701, 0.5890, -2.0823], [2.3018, 1.4122, -2.4905], [1.0409, 1.3845, -2.0176], [0.3273, 2.3418, -2.7442], [1.1562, 2.9347, -3.6296], [2.3805, 2.3379, -3.4485], [3.2205, -0.0967, -1.2766], [4.2899, 1.2275, -1.7484], [3.8335, 0.0014, -2.9273], [-0.7188, 2.5362, -2.5829], [0.9915, 3.7120, -4.3567], [3.2215, 2.5621, -3.9667]], "forces_ev_per_angstrom": [[0.4952, -0.3896, 0.1151], [-0.0308, 0.0054, 0.0157], [0.1022, 0.0922, 0.0452], [0.0277, -0.0341, -0.0465], [-0.0733, 0.0395, -0.0576], [0.0319, -0.0828, 0.0138], [-0.0228, -0.1103, -0.0452], [-0.0836, 0.1011, 0.0440], [0.0459, 0.0531, -0.0354], [-0.0212, 0.1202, 0.0801], [0.0909, -0.0447, 0.1530], [-0.0284, 0.0251, -0.0642], [0.0042, -0.0040, 0.0583], [0.0418, 0.0234, -0.0688], [-0.0596, 0.1379, 0.0203], [-0.3693, 0.1129, -0.1813], [0.1186, 0.0347, 0.1020], [0.0342, -0.0175, 0.0224], [-0.0183, 0.0313, -0.0365], [0.0438, 0.0213, 0.0122], [-0.1304, -0.0711, 0.0212], [0.0116, 0.0239, -0.1007], [-0.0433, -0.1027, -0.0290], [-0.0288, 0.0247, 0.0085], [0.0172, -0.0239, -0.0077], [-0.0244, -0.0201, -0.0079], [0.0012, 0.0086, 0.0018], [0.0103, -0.0045, 0.0035], [-0.0100, -0.0017, -0.0009], [-0.0022, -0.0023, 0.0082], [0.0017, -0.0047, 0.0007], [-0.0170, 0.0152, -0.0009], [0.0023, -0.0478, -0.0234], [0.0224, -0.0115, -0.0491], [0.0325, -0.0336, 0.0149], [0.0087, 0.0016, -0.0004], [-0.0029, 0.0001, 0.0111], [-0.0137, 0.0011, -0.0080], [0.0038, -0.0012, -0.0081], [-0.0288, -0.0381, -0.0157], [0.0220, -0.0065, 0.0409], [-0.0047, -0.0161, 0.0327], [0.0529, 0.0420, -0.0465], [-0.0721, 0.0334, 0.1112], [0.1838, -0.0236, -0.0776], [-0.0828, -0.1111, -0.0344], [-0.1160, 0.2863, -0.0359], [-0.0747, 0.0434, -0.0389], [0.0059, 0.0642, 0.0106], [-0.0140, -0.0239, -0.0071], [-0.0046, 0.0046, 0.0141], [0.0197, 0.0049, 0.0229], [0.0022, -0.0053, 0.0060], [-0.0109, -0.0274, 0.0069], [0.0147, -0.0052, -0.0325], [-0.0096, -0.0383, 0.0391], [0.0667, -0.0216, -0.0147], [0.0345, -0.1363, 0.0570], [-0.0424, 0.1518, -0.0954], [-0.1313, 0.0029, 0.0519], [0.0353, -0.0764, 0.0547], [-0.0047, 0.0169, -0.0146], [0.0048, -0.0080, -0.0021], [0.0089, 0.0053, -0.0002], [-0.0011, 0.0010, -0.0034], [-0.0186, 0.0103, -0.0074], [-0.0032, 0.0055, -0.0016]], "multiplicity": 2, "s_squared": 0.7611, "charge": 4}


{"formula": "C25H31BMnN8O5S", "method": "ωB97M-V/def2-TZVPD", "symbols": ["Mn", "C", "C", "C", "C", "C", "N", "N", "B", "N", "N", "C", "C", "C", "C", "C", "N", "N", "C", "C", "C", "C", "C", "H", "H", "H", "H", "H", "H", "H", "H", "H", "H", "H", "H", "H", "H", "H", "H", "H", "H", "H", "H", "H", "H", "C", "C", "C", "C", "C", "C", "C", "S", "O", "O", "N", "C", "C", "O", "O", "H", "H", "H", "H", "H", "H", "H", "H", "H", "O", "C", "N"], "positions_angstrom": [[-1.2043, -0.4451, 0.3636], [-3.2415, -1.9810, 2.8639], [-2.2285, -0.9550, 3.2358], [-1.9221, -0.4912, 4.5179], [-0.9113, 0.4373, 4.3560], [-0.2010, 1.2521, 5.3818], [-0.6340, 0.5139, 3.0460], [-1.4443, -0.3296, 2.3545], [0.3300, 1.4432, 2.2751], [-0.5206, 2.2495, 1.2864], [-1.3878, 1.5936, 0.4762], [-2.1047, 2.5203, -0.1699], [-3.1970, 2.2471, -1.1490], [-1.6791, 3.7865, 0.2342], [-0.6737, 3.5735, 1.1564], [0.1277, 4.5628, 1.9314], [1.3083, 0.5640, 1.4828], [0.7971, -0.3985, 0.6798], [1.8205, -1.1415, 0.2423], [1.6861, -2.3912, -0.5602], [3.0102, -0.6155, 0.7539], [2.6429, 0.4630, 1.5368], [3.4910, 1.3832, 2.3456], [-3.8790, -2.1861, 3.7226], [-3.8515, -1.6424, 2.0299], [-2.7613, -2.9135, 2.5651], [-2.3773, -0.7992, 5.4426], [-0.5804, 1.0026, 6.3703], [0.8722, 1.0621, 5.3673], [-0.3516, 2.3186, 5.2152], [0.9188, 2.1604, 3.0235], [-3.8740, 1.4772, -0.7906], [-3.7704, 3.1623, -1.2907], [-2.8017, 1.9557, -2.1236], [-2.0680, 4.7323, -0.0978], [-0.1516, 5.5702, 1.6295], [-0.0456, 4.4643, 3.0032], [1.1953, 4.4349, 1.7538], [0.8326, -2.3643, -1.2299], [2.5895, -2.5510, -1.1456], [1.5560, -3.2465, 0.1044], [4.0050, -0.9896, 0.5885], [4.5410, 1.1546, 2.1750], [3.3162, 2.4243, 2.0756], [3.2857, 1.2775, 3.4109], [3.6594, -2.8191, -5.4996], [2.6716, -1.9896, -4.7330], [1.3022, -2.1258, -4.9646], [0.3866, -1.3364, -4.2948], [0.8451, -0.4215, -3.3548], [2.1988, -0.2694, -3.1024], [3.1025, -1.0492, -3.8035], [-0.2799, 0.6499, -2.5388], [0.4655, 1.5425, -1.7123], [-1.2168, 1.1458, -3.5056], [-1.1474, -0.3916, -1.5120], [-2.2445, -1.1176, -2.0676], [-3.4319, -1.0090, -1.0681], [-4.5383, -1.3354, -1.4114], [-3.0794, -0.5352, 0.0870], [3.2446, -3.7951, -5.7469], [4.5763, -2.9669, -4.9306], [3.9261, -2.3261, -6.4360], [0.9520, -2.8515, -5.6871], [-0.6690, -1.4239, -4.5125], [2.5274, 0.4462, -2.3633], [4.1619, -0.9328, -3.6153], [-1.9913, -2.1871, -2.0995], [-2.5373, -0.7657, -3.0571], [-1.0902, -4.6752, 0.5410], [-1.1231, -3.4944, 0.4938], [-1.1344, -2.3117, 0.4544]], "forces_ev_per_angstrom": [[-0.0205, 0.1862, -1.1965], [-0.0079, 0.0041, -0.0014], [-0.0757, -0.0290, 0.0654], [-0.0110, -0.0545, -0.0652], [0.0528, 0.0153, -0.0644], [0.0054, -0.0009, 0.0238], [0.0197, 0.1091, -0.0443], [0.0118, -0.0703, -0.1012], [-0.0405, 0.0711, 0.0115], [0.0701, -0.0425, 0.1061], [0.1479, -0.1164, -0.0583], [-0.1634, -0.0160, -0.0391], [-0.0288, 0.0210, 0.0032], [0.0337, -0.0860, 0.0553], [-0.0320, -0.0047, 0.0164], [0.0035, 0.0137, -0.0064], [-0.0093, 0.0161, -0.0226], [-0.0114, -0.0084, -0.0467], [-0.0007, -0.0222, 0.0650], [-0.0143, 0.0525, -0.0549], [-0.0847, -0.0096, -0.0641], [-0.0757, -0.0059, 0.0529], [0.0270, 0.0117, 0.0028], [-0.0007, 0.0049, -0.0167], [-0.0119, 0.0029, -0.0316], [0.0130, 0.0112, 0.0091], [-0.0250, -0.0106, 0.0239], [-0.0010, -0.0025, 0.0060], [0.0102, -0.0018, -0.0035], [-0.0024, 0.0174, -0.0056], [0.0140, 0.0183, 0.0179], [0.0011, 0.0139, 0.0130], [0.0262, 0.0110, -0.0200], [-0.0495, -0.0217, 0.0828], [-0.0156, 0.0392, -0.0321], [0.0042, -0.0024, 0.0029], [-0.0030, 0.0008, 0.0103], [0.0155, -0.0017, -0.0054], [-0.0437, 0.0409, -0.0786], [0.0325, 0.0019, -0.0205], [-0.0015, -0.0098, 0.0020], [0.0489, -0.0138, -0.0173], [0.0020, 0.0004, 0.0028], [-0.0026, 0.0080, -0.0061], [-0.0033, 0.0006, 0.0160], [0.0317, -0.0372, -0.0008], [-0.0576, 0.0100, -0.0117], [0.0281, 0.0127, 0.0329], [0.0023, -0.0189, -0.0040], [0.0082, 0.0875, -0.0697], [-0.0075, -0.0576, 0.0300], [0.0262, -0.0637, 0.0435], [-0.4217, -0.3838, 0.3829], [0.1115, 0.0719, 0.0472], [0.1135, -0.0255, -0.1407], [0.5062, 0.4240, 1.0795], [-0.1930, -0.0919, 0.0010], [-0.0341, -0.1610, -0.6246], [-0.0662, 0.0009, 0.1259], [0.2316, 0.0804, 0.3839], [0.0035, -0.0170, -0.0085], [0.0072, -0.0031, -0.0031], [0.0034, 0.0087, -0.0193], [-0.0021, -0.0139, -0.0232], [-0.0243, 0.0223, 0.0167], [0.0096, 0.0557, 0.0160], [0.0433, 0.0023, 0.0013], [-0.0557, 0.0198, 0.0032], [-0.0706, -0.0402, 0.1006], [-0.0051, 0.0290, -0.0381], [0.0183, -0.3739, 0.1699], [-0.0104, 0.3211, -0.0775]], "multiplicity": 2, "s_squared": 0.8187}


{"formula": "C25H31BN10O2RuS", "method": "ωB97M-V/def2-TZVPD", "symbols": ["Ru", "C", "C", "C", "C", "C", "N", "N", "B", "N", "N", "C", "C", "C", "C", "C", "N", "N", "C", "C", "C", "C", "C", "H", "H", "H", "H", "H", "H", "H", "H", "H", "H", "H", "H", "H", "H", "H", "H", "H", "H", "H", "H", "H", "H", "N", "C", "C", "C", "C", "C", "C", "S", "O", "O", "N", "C", "N", "C", "C", "C", "N", "H", "H", "H", "H", "H", "H", "H", "H", "H"], "positions_angstrom": [[-0.1684, 0.3579, -0.0463], [-3.3020, -0.2708, -1.6789], [-3.0154, -0.9792, -0.3980], [-3.8281, -1.8655, 0.3145], [-3.0886, -2.2473, 1.4201], [-3.4526, -3.1727, 2.5302], [-1.9005, -1.6204, 1.3505], [-1.8571, -0.8395, 0.2434], [-0.6493, -1.6897, 2.2561], [0.5656, -2.1135, 1.4108], [0.8900, -1.3794, 0.3193], [1.8846, -2.0012, -0.3083], [2.4516, -1.5211, -1.6013], [2.2353, -3.1467, 0.4197], [1.3781, -3.1835, 1.5023], [1.2759, -4.1862, 2.6002], [-0.3849, -0.2571, 2.7778], [-0.1600, 0.7546, 1.8912], [0.0253, 1.8847, 2.5994], [0.2883, 3.2246, 2.0116], [-0.0877, 1.5811, 3.9525], [-0.3474, 0.2252, 4.0252], [-0.5623, -0.6368, 5.2214], [-3.7501, -0.9567, -2.3966], [-2.3936, 0.1391, -2.1232], [-4.0051, 0.5501, -1.5290], [-4.8213, -2.1901, 0.0589], [-4.4770, -3.5124, 2.3980], [-3.3757, -2.6794, 3.4987], [-2.8013, -4.0461, 2.5499], [-0.8303, -2.4673, 3.1403], [1.9386, -0.6313, -1.9629], [2.3814, -2.3041, -2.3565], [3.5050, -1.2725, -1.4970], [2.9985, -3.8653, 0.1771], [2.0618, -4.9294, 2.4859], [0.3147, -4.6993, 2.5839], [1.3842, -3.7176, 3.5780], [0.8569, 3.1613, 1.0910], [0.8744, 3.8208, 2.7083], [-0.6475, 3.7551, 1.8255], [0.0106, 2.2669, 4.7748], [-0.4695, -0.0358, 6.1229], [0.1706, -1.4416, 5.2664], [-1.5531, -1.0900, 5.2113], [9.0121, 1.6209, 0.4778], [7.7186, 1.7813, 0.2312], [6.8488, 0.6446, 0.2242], [5.5277, 0.8111, -0.0485], [5.0183, 2.1045, -0.2888], [5.8808, 3.2345, -0.3186], [7.2010, 3.0824, -0.0534], [3.2622, 2.4131, -0.6753], [2.9733, 3.6191, 0.0806], [3.5483, 2.5063, -2.1126], [1.1769, 1.5063, -0.8328], [0.2931, 2.5335, -1.1477], [-0.9484, 2.1506, -0.7402], [-1.9335, 3.0307, -0.7503], [-1.7117, 4.3024, -1.2535], [-0.4357, 4.5639, -1.7470], [0.5736, 3.7011, -1.7003], [9.3810, 0.7260, 0.7579], [9.6273, 2.4165, 0.5467], [7.2562, -0.3343, 0.4423], [4.8596, -0.0353, -0.0527], [5.4595, 4.2050, -0.5402], [7.8732, 3.9311, -0.0545], [-2.8970, 2.7043, -0.3767], [-2.4940, 5.0439, -1.2734], [-0.2118, 5.5212, -2.2032]], "forces_ev_per_angstrom": [[-0.0630, -0.3905, -0.0288], [0.0136, 0.0344, -0.0328], [-0.2458, -0.0168, -0.0875], [0.0669, 0.1104, -0.0873], [0.1582, 0.0428, 0.0068], [-0.0142, 0.0008, -0.0164], [0.1045, -0.2307, 0.0509], [0.1284, 0.0443, 0.1161], [-0.0260, -0.1120, -0.0539], [-0.1004, 0.0478, 0.1956], [0.0432, -0.0361, 0.1271], [0.1501, -0.0497, -0.0632], [-0.0234, 0.0548, -0.0035], [-0.0882, 0.0762, -0.0131], [-0.0836, 0.0141, -0.1105], [0.0181, -0.0042, -0.0049], [0.1078, -0.1094, -0.0769], [-0.0319, 0.1182, 0.2532], [-0.0819, 0.0887, 0.0738], [-0.0028, 0.0088, -0.0223], [0.0507, 0.0683, -0.1492], [-0.0530, -0.2304, -0.0295], [0.0006, 0.0412, 0.0474], [0.0104, 0.0146, -0.0079], [-0.0342, -0.0288, 0.0181], [-0.0158, -0.0109, 0.0132], [-0.0225, -0.0060, -0.0189], [-0.0028, -0.0077, 0.0083], [-0.0051, 0.0104, 0.0030], [0.0147, -0.0071, -0.0130], [0.0253, 0.1248, 0.0933], [0.0204, -0.0421, -0.0058], [-0.0269, 0.0176, 0.0039], [0.1221, 0.0137, -0.0055], [0.0240, 0.0022, -0.0191], [-0.0082, -0.0006, 0.0098], [-0.0132, -0.0068, -0.0168], [0.0141, 0.0066, 0.0074], [0.0515, 0.0436, 0.0032], [-0.0319, -0.0099, 0.0272], [0.0063, -0.0039, -0.0396], [0.0224, 0.0302, 0.0199], [-0.0015, -0.0041, 0.0021], [0.0135, -0.0017, -0.0105], [-0.0149, 0.0017, -0.0113], [1.8251, -0.1595, 0.4194], [-1.9840, -0.0257, -0.4018], [1.4197, 1.0416, 0.0411], [-1.4424, 1.3198, -0.1422], [1.1920, -1.7373, 1.3785], [-2.1663, -0.4450, -0.0213], [0.8845, -1.3922, 0.2829], [0.7944, 2.6857, -3.0236], [-0.6173, -1.0222, 0.0109], [-1.6384, -0.4278, 0.9649], [1.1485, 0.1759, 0.2530], [0.4976, 0.3845, -0.0358], [0.3310, 0.0871, 0.4499], [-0.1607, 0.1386, -0.3535], [0.0908, -0.1566, 0.0108], [-0.1848, 0.1549, -0.0407], [0.0555, -0.2973, 0.1053], [-0.0491, 0.2053, -0.0695], [-0.1026, -0.2046, -0.0019], [-0.0003, 0.0034, -0.0477], [-0.0815, -0.1386, 0.0507], [0.0486, 0.0318, 0.0542], [-0.0515, 0.0095, -0.0572], [0.0264, 0.0139, 0.0327], [-0.0059, 0.0206, -0.0303], [-0.0050, 0.0275, 0.0195]], "multiplicity": 2, "s_squared": 0.8249, "charge": 1}


Values for ΔE to the lowest compared entry with this formula, charge and spin, kcal per mole, ordered as above
0.0; 2.8; 84.5
Values for F_max, eV Å⁻¹, ordered as above
0.6; 1.3; 4.1